1.
Molecular formula: C31H46BFNO23PS
Method: DFT, ωB97M-V/def2-TZVPD

Each line ends with the Löwdin charge.
Cartesian coordinates (Å):
C  7.47831  3.50664  1.68570  0.066
C  6.75875  2.98044  0.57093  -0.065
C  5.51178  2.38078  -0.37168  -0.107
C  4.25122  1.80090  0.56344  -0.120
C  4.74589  0.57264  1.54898  -0.160
C  5.74061  -0.52454  0.78262  -0.042
F  5.54282  1.04297  2.73775  -0.108
C  3.83692  3.22855  1.33391  -0.218
O  4.10506  3.65050  2.56923  0.028
O  3.02282  3.95032  0.29849  -0.110
C  1.90125  2.97903  0.05920  -0.427
C  0.95904  3.62445  -1.10624  -0.451
S  -0.37854  2.51879  -1.79368  0.800
C  -1.51089  1.83026  -0.47547  -0.541
C  -2.56889  0.70903  -1.06552  -0.164
P  0.86932  3.23376  1.64353  0.835
N  0.59619  1.92881  2.54679  -0.316
C  2.77297  1.61832  -0.20332  -0.203
O  1.96202  0.43249  0.09788  -0.058
B  3.12057  1.31161  -1.81904  -0.397
O  3.21549  -0.14591  -2.16232  0.027
O  3.36582  2.35908  -2.82888  -0.066
C  3.25837  1.83901  -4.20732  -0.087
H  7.93711  3.89978  2.71482  0.069
H  5.18191  3.32599  -1.02183  0.145
H  6.00582  1.55919  -1.04030  0.118
H  3.87630  -0.06844  2.00289  0.121
H  5.69533  -1.59870  1.26793  0.093
H  5.61157  -0.51914  -0.38384  0.084
H  6.84363  -0.12516  0.99171  0.101
H  1.60438  4.09765  -1.99325  0.124
H  0.40615  4.55993  -0.61529  0.088
H  -2.12871  2.70227  0.00232  0.084
H  -0.82843  1.27378  0.32815  0.071
H  -3.33952  1.20337  -1.80640  0.085
H  -2.04089  -0.22896  -1.53608  0.057
H  -3.18348  0.31998  -0.11902  0.100
H  -0.42683  3.77301  1.26457  0.024
H  1.49455  4.23425  2.51846  0.047
H  -0.45100  1.81755  2.55447  -0.023
H  1.93843  0.20305  1.06825  0.078
H  2.28048  -0.39483  -2.46358  0.118
H  4.30917  1.40873  -4.56547  0.120
H  2.43222  1.02339  -4.35997  0.105
H  2.99881  2.71905  -4.96675  0.116
O  -1.70523  -1.93295  -2.89581  0.114
C  -0.77172  -2.71634  -2.94605  -0.498
O  0.39842  -2.48122  -3.60860  0.059
C  1.29331  -3.51448  -3.24188  -0.139
C  0.38394  -4.62376  -2.82289  -0.136
O  -0.76191  -3.94323  -2.34747  0.071
H  1.92959  -3.79399  -4.08607  0.139
H  1.92579  -3.15964  -2.42143  0.135
H  0.09216  -5.26460  -3.66162  0.137
H  0.82051  -5.24500  -2.03604  0.137
O  -7.72459  0.93370  -0.70949  0.123
C  -7.18942  0.07448  -1.38994  -0.522
O  -7.33618  -1.26837  -1.19325  0.069
C  -6.75182  -1.91361  -2.30911  -0.134
C  -5.77849  -0.90149  -2.82023  -0.133
O  -6.36465  0.33111  -2.44708  0.042
H  -6.26440  -2.84467  -2.00714  0.140
H  -7.53767  -2.14272  -3.03646  0.103
H  -4.79727  -0.98593  -2.34131  0.121
H  -5.65067  -0.95772  -3.90474  0.139
O  -1.63430  4.29890  3.20880  0.093
C  -1.08761  5.02652  4.02082  -0.515
O  -0.03964  5.85297  3.73410  0.029
C  0.15269  6.68077  4.86578  -0.135
C  -0.44199  5.88249  5.98027  -0.138
O  -1.44393  5.11937  5.33538  0.071
H  1.21573  6.88470  5.02073  0.141
H  -0.37175  7.62831  4.70383  0.137
H  0.28194  5.20052  6.43868  0.139
H  -0.87703  6.51489  6.75904  0.138
O  0.63777  -3.58883  1.48411  0.132
C  1.24208  -3.10155  2.42488  -0.507
O  1.83286  -1.87103  2.40873  0.046
C  2.22293  -1.58477  3.73871  -0.137
C  2.34709  -2.93853  4.35913  -0.128
O  1.41637  -3.71680  3.63101  0.038
H  3.16561  -1.03095  3.75554  0.127
H  1.44460  -0.97738  4.21238  0.141
H  3.34598  -3.36813  4.22890  0.139
H  2.09882  -2.93259  5.42402  0.143
O  4.07007  -8.92596  4.47830  0.131
C  3.25910  -8.33174  3.78772  -0.516
O  2.09369  -7.79555  4.25442  0.064
C  1.55548  -7.00841  3.20863  -0.135
C  2.16463  -7.60491  1.98139  -0.138
O  3.39872  -8.11733  2.44676  0.062
H  0.46360  -7.06674  3.20206  0.144
H  1.85549  -5.96626  3.36030  0.115
H  1.56866  -8.43017  1.57759  0.136
H  2.32469  -6.86348  1.19379  0.134
O  -8.40812  -1.92384  -4.91646  0.120
C  -8.73181  -0.76247  -5.10123  -0.502
O  -8.58204  -0.09834  -6.28443  0.068
C  -9.27478  1.12923  -6.15740  -0.138
C  -9.30624  1.35460  -4.68051  -0.132
O  -9.29031  0.04267  -4.15071  0.066
H  -8.74984  1.92742  -6.68936  0.139
H  -10.27661  1.01559  -6.58460  0.136
H  -8.42259  1.89216  -4.32067  0.139
H  -10.20355  1.89135  -4.36051  0.141

**SMILES string**: C#CC[C@@]1([C@@H](C)F)C(=O)O[C@](CSCC)([PH2]=N)[C@@]1(O)B(O)OC.O=C1OCCO1.O=C1OCCO1.O=C1OCCO1.O=C1OCCO1.O=C1OCCO1.O=C1OCCO1
**Gap between HOMO and LUMO**: 0.3110 Ha
**Net charge**: 0
**Total energy**: -104982.764 eV
**Multiplicity**: 1



2.
Molecular formula: C31H46BeN4P2Si
Method: DFT, ωB97M-V/def2-TZVPD

Each line ends with the Löwdin charge.
Cartesian coordinates (Å):
Be  1.85353  -0.45735  2.23895  0.325
C  -2.80676  2.47060  3.05289  -0.126
C  -3.84026  1.97479  2.34494  -0.083
C  -3.80114  1.16757  1.06381  -0.193
C  -3.16500  -0.21298  1.28367  -0.196
C  -1.68807  -0.23317  1.19697  -0.192
C  -0.80739  0.80023  1.26719  -0.173
C  -1.05403  2.25478  1.19837  -0.219
C  -1.45882  2.87075  2.57200  -0.181
C  2.00571  -2.03805  1.71742  -0.216
H  -2.98222  2.72846  4.10496  0.102
H  -4.84621  2.01336  2.80039  0.105
H  -3.24134  1.65152  0.26038  0.082
H  -4.82686  1.07889  0.66525  0.115
H  -3.48541  -0.62058  2.25631  0.124
H  -3.54376  -0.93049  0.54316  0.100
H  -1.27326  -1.25833  1.10698  0.105
H  0.30092  0.54285  1.37227  0.062
H  -1.77850  2.53229  0.41175  0.094
H  -0.11272  2.77427  0.91167  0.110
H  -0.68566  2.60594  3.32013  0.096
H  -1.35834  3.96919  2.48736  0.121
H  1.87828  -2.64128  2.63363  0.006
H  3.04275  -2.16581  1.35173  -0.008
H  1.24991  -2.32357  0.96465  -0.028
P  2.21956  -0.75358  -1.64045  1.139
P  -1.22693  -0.12183  -1.73645  1.133
N  3.61205  0.17087  -2.23584  -0.274
N  2.65055  -2.20241  -2.62528  -0.261
N  -1.34081  1.42456  -2.58131  -0.244
N  -2.76930  -0.62534  -2.42273  -0.247
C  1.17172  -0.10866  -3.04181  -0.420
C  -0.14751  -0.91160  -3.02281  -0.375
C  4.83025  0.21885  -1.54594  -0.142
C  5.74957  0.94160  -2.30599  -0.093
C  5.08794  1.34207  -3.50785  -0.086
C  3.78507  0.87674  -3.42718  -0.166
C  2.57879  -3.51294  -2.14614  -0.150
C  2.99110  -4.37458  -3.15814  -0.101
C  3.26487  -3.58125  -4.31885  -0.086
C  3.01306  -2.25947  -3.97631  -0.137
C  -0.57009  2.50816  -2.15011  -0.181
C  -0.80732  3.58534  -2.99205  -0.084
C  -1.66760  3.13459  -4.04704  -0.074
C  -1.88557  1.78563  -3.82210  -0.157
C  -3.86195  -0.09059  -3.12305  -0.143
C  -4.73330  -1.12519  -3.44898  -0.085
C  -4.21515  -2.31743  -2.84919  -0.098
C  -3.02410  -1.99562  -2.21867  -0.170
H  1.58422  -0.16493  -4.06920  0.067
H  1.06314  0.97474  -2.83016  0.055
H  -0.63328  -0.94101  -4.02004  0.100
H  0.01188  -1.96166  -2.69921  0.066
H  4.90563  -0.22193  -0.56241  0.095
H  6.77241  1.16384  -2.04491  0.088
H  5.46834  1.89720  -4.35103  0.093
H  2.97755  1.06495  -4.11322  0.091
H  2.21610  -3.68935  -1.14844  0.087
H  3.09738  -5.44770  -3.07843  0.087
H  3.60075  -3.91149  -5.29135  0.091
H  3.04054  -1.37144  -4.59476  0.092
H  0.09066  2.37008  -1.30294  0.093
H  -0.43013  4.58211  -2.85349  0.088
H  -2.03925  3.69049  -4.89440  0.094
H  -2.42763  1.09298  -4.44903  0.096
H  -3.96853  0.95404  -3.37480  0.093
H  -5.63193  -1.02302  -4.04100  0.092
H  -4.66961  -3.29852  -2.85538  0.090
H  -2.31787  -2.56976  -1.64112  0.097
C  -1.17625  0.21771  5.17622  -0.191
Si  0.64576  -0.25831  5.32291  0.445
C  1.31653  0.64698  6.82469  -0.201
C  0.63300  -2.11254  5.81198  -0.196
C  1.68325  0.22266  3.80654  -0.304
H  -1.75585  -0.20037  6.02689  0.042
H  -1.62143  -0.18301  4.24611  0.020
H  -1.29191  1.31753  5.18976  0.016
H  0.90233  0.29382  7.77825  0.031
H  2.40447  0.52020  6.87132  0.027
H  1.11069  1.72055  6.74201  0.028
H  -0.13112  -2.70214  5.27248  0.027
H  1.61562  -2.58188  5.63508  0.021
H  0.41799  -2.18902  6.89649  0.028
H  1.52618  1.32942  3.63310  0.009
H  2.73011  0.20697  4.19897  0.011

**Gap between HOMO and LUMO**: 0.3000 Ha
**Net charge**: 0
**Total energy**: -65707.244 eV
**Multiplicity**: 1



- Among the records above, which one has the highest total energy?
  C31H46BeN4P2Si



- Look up the multiplicity of the first one.
  1